a) DFT (ωB97M-V/def2-TZVPD) results for a structure of composition C20H23NO5.

```
! RIJCOSX wB97M-V def2-TZVPD def2/J DEFGRID3
* xyz 0 1
C -0.682 -4.222 -4.722
H -0.140 -5.001 -5.402
O 0.009 -2.964 -5.094
C 1.287 -2.813 -4.829
C 1.627 -2.787 -3.427
H 2.752 -2.777 -3.167
H 1.330 -3.945 -2.727
O 1.216 -1.816 -2.570
C 0.151 -2.181 -1.764
O -0.306 -3.430 -1.656
C -0.311 -1.150 -1.052
C -1.431 -0.911 -0.205
C -1.871 0.477 -0.064
C -0.692 0.985 -0.686
N -0.025 0.263 -1.460
H 0.666 0.303 -1.886
C -0.771 2.502 -0.714
H -1.268 2.931 -1.437
H 0.554 2.751 -0.989
C -1.070 2.988 0.750
C -0.045 2.854 1.703
C -0.147 1.661 2.837
C 0.867 1.394 3.631
C 1.939 2.123 3.782
C 2.304 3.406 2.571
C 1.110 3.473 1.706
H 1.048 4.383 1.055
H 3.136 3.824 2.709
O 2.901 2.030 4.628
C 2.795 0.968 5.474
H 2.113 1.187 6.090
H 3.782 1.204 5.990
H 2.810 0.001 4.982
H 0.499 0.717 4.272
H -1.159 1.152 2.669
C -2.315 2.440 0.956
C -2.609 1.140 0.797
O -3.565 0.268 1.739
H -3.142 2.921 0.217
H -2.732 2.879 2.076
H -1.272 4.013 0.597
C -2.344 -2.241 0.601
H -2.376 -2.036 1.519
H -2.134 -3.041 0.038
H -3.322 -1.909 0.090
H 1.754 -3.662 -5.480
H 1.491 -1.881 -5.196
H -1.837 -4.127 -5.206
H -0.577 -4.342 -3.748
*
```

## Properties
E_HOMO ... -7.72 eV
E_LUMO ... -0.774 eV
Gap between HOMO and LUMO ... 6.950 eV

=====

b) DFT (ωB97M-V/def2-TZVPD) results for an isolated molecule of C20H23NO5.

```
! RIJCOSX wB97M-V def2-TZVPD def2/J DEFGRID3
* xyz 0 1
C -4.171 -1.691 1.833
C -4.256 -0.885 0.558
O -5.311 -0.397 0.203
C -3.019 -0.654 -0.191
C -2.875 0.455 -1.040
N -1.622 0.455 -1.497
C -0.915 -0.616 -0.998
C -1.778 -1.342 -0.181
C -1.471 -2.635 0.491
H -0.809 -3.238 -0.123
H -2.380 -3.202 0.665
H -0.982 -2.467 1.451
C 0.485 -0.670 -1.352
O 0.973 0.172 -2.086
C 1.339 -1.780 -0.752
H 1.143 -1.895 0.319
H 1.130 -2.725 -1.268
O 2.702 -1.445 -0.940
C 3.513 -1.507 0.123
O 3.218 -2.016 1.171
C 4.833 -0.850 -0.210
C 4.854 0.571 0.371
C 3.597 1.364 0.016
O 2.559 0.878 0.845
C 1.332 1.457 0.804
C 0.975 2.527 -0.010
C -0.310 3.039 0.058
C -1.246 2.502 0.922
C -0.893 1.430 1.726
C 0.382 0.909 1.669
H 0.681 0.081 2.291
H -1.618 1.002 2.402
H -2.243 2.913 0.972
H -0.575 3.874 -0.575
H 1.683 2.958 -0.699
H 3.764 2.432 0.214
H 3.331 1.229 -1.041
H 4.913 0.512 1.459
H 5.733 1.098 -0.002
H 4.933 -0.812 -1.295
H 5.647 -1.432 0.221
H -1.183 1.148 -2.087
C -3.858 1.494 -1.418
H -4.467 1.145 -2.251
H -3.352 2.411 -1.711
H -4.536 1.685 -0.590
H -4.292 -2.748 1.605
H -3.222 -1.541 2.338
H -4.993 -1.399 2.484
*
```

## Properties
Structure (SMILES) ... CC(=O)c1c(C)[nH]c(C(=O)COC(=O)CCCOc2ccccc2)c1C
E_HOMO ... -8.34 eV
E_LUMO ... 0.495 eV
Gap between HOMO and LUMO ... 8.838 eV

=====

c) DFT (ωB97M-V/def2-TZVPD) results for an isolated molecule of C20H23NO5.

```
! RIJCOSX wB97M-V def2-TZVPD def2/J DEFGRID3
* xyz 0 1
C -3.308 -2.686 2.152
H -3.070 -3.737 1.970
H -3.325 -2.478 3.219
H -4.281 -2.467 1.706
O -2.312 -1.847 1.601
C -2.076 -1.997 0.288
O -2.651 -2.846 -0.380
C -1.042 -1.116 -0.208
C -0.513 -1.322 -1.447
N -1.027 -2.157 -2.374
H -0.427 -2.489 -3.110
H -1.789 -2.733 -2.024
O 0.642 -0.711 -1.851
C 1.441 -0.205 -0.868
C 0.971 0.107 0.351
C 1.876 0.493 1.437
O 1.504 0.630 2.582
C 3.318 0.735 1.028
H 3.377 1.764 0.658
C 3.809 -0.226 -0.058
C 5.236 0.143 -0.469
H 5.284 1.167 -0.833
H 5.910 0.050 0.380
H 5.588 -0.518 -1.258
C 3.789 -1.662 0.467
H 4.431 -1.753 1.339
H 4.147 -2.352 -0.295
H 2.782 -1.956 0.755
C 2.877 -0.090 -1.270
H 3.027 0.888 -1.740
H 3.101 -0.851 -2.021
H 3.943 0.669 1.920
C -0.516 0.040 0.607
C -1.176 1.362 0.223
C -0.425 2.526 0.181
C -0.980 3.747 -0.165
C -2.321 3.816 -0.480
C -3.099 2.673 -0.435
C -2.546 1.447 -0.080
O -3.279 0.301 0.001
C -4.620 0.308 -0.417
H -4.721 0.666 -1.446
H -4.942 -0.732 -0.372
H -5.248 0.913 0.246
H -4.149 2.748 -0.671
H -2.773 4.757 -0.757
H -0.364 4.633 -0.185
H 0.624 2.484 0.433
H -0.697 -0.136 1.671
*
```

## Properties
Structure (SMILES) ... COC(=O)C1=C(N)OC2=C(C(=O)CC(C)(C)C2)[C@H]1c1ccccc1OC
E_HOMO ... -8.17 eV
E_LUMO ... 0.652 eV
Gap between HOMO and LUMO ... 8.819 eV

=====

Winner for stability: b)

=====

a) DFT (ωB97M-V/def2-TZVPD) results for a cluster of 13 separate species, C5H36N2O13 in total.

```
! RIJCOSX wB97M-V def2-TZVPD def2/J DEFGRID3
* xyz 0 1
C -3.542 -1.803 0.066
N -2.211 -1.786 -0.323
C -1.477 0.623 -0.307
C -1.335 -0.701 0.372
C 0.036 -1.305 0.211
N 1.069 -0.971 1.242
C 1.983 -2.151 1.431
O -3.977 -1.336 1.136
H -4.370 -2.492 -0.496
H -2.180 -1.936 -1.324
H -1.709 0.630 -1.365
H -2.385 1.194 -0.034
H -0.475 1.102 -0.099
H -1.729 -0.737 1.399
H 0.453 -1.168 -0.837
H -0.243 -2.483 0.198
H 0.666 -0.870 2.157
H 2.495 -2.300 0.475
H 2.645 -1.587 2.199
H 1.382 -3.019 1.803
H 3.598 0.732 1.514
H 2.335 0.508 0.857
O 3.045 1.078 0.870
H -1.093 -1.109 -4.722
H 0.472 -1.141 -4.295
O -0.428 -0.841 -4.048
H 0.447 2.107 2.292
H 1.639 2.095 1.298
O 0.615 2.337 1.349
H 2.034 4.120 0.264
H 1.080 4.423 -0.959
O 1.912 4.341 -0.652
H -2.718 0.316 3.682
H -3.464 -0.405 2.706
O -2.566 -0.337 2.954
H -0.332 -1.974 4.635
H -1.417 -2.200 3.634
O -0.875 -2.571 4.209
H 3.511 -1.633 -4.098
H 2.524 -0.950 -3.090
O 2.579 -1.673 -3.883
H -2.306 1.674 -2.117
H -2.331 1.335 -3.699
O -2.767 1.863 -3.033
H -3.732 0.407 -2.555
H -5.195 -0.108 -2.141
O -4.307 -0.353 -2.482
H 3.229 2.869 -2.295
H 2.513 1.833 -1.667
O 2.473 2.429 -2.522
H -0.044 1.335 4.698
H 1.191 0.756 5.055
O 0.570 0.690 4.241
H 4.849 0.453 -1.707
H 3.896 0.679 -0.736
O 3.965 0.011 -1.462
*
```

## Properties
E_HOMO ... -9.29 eV
E_LUMO ... -0.405 eV
Gap between HOMO and LUMO ... 8.885 eV

=====

b) DFT (ωB97M-V/def2-TZVPD) results for a cluster of 13 separate species, C5H36N2O13 in total.

```
! RIJCOSX wB97M-V def2-TZVPD def2/J DEFGRID3
* xyz 0 1
N -0.941 0.513 0.570
C -0.181 0.752 -0.635
C -0.928 1.307 -1.874
C -1.403 0.170 -2.798
C -0.396 -0.324 -3.771
C 0.951 1.708 -0.303
N 1.638 1.461 0.855
O 1.536 2.522 -1.032
H -1.616 -0.231 0.371
H -0.377 0.185 1.335
H 0.441 -0.169 -0.873
H -1.851 1.854 -1.542
H -0.425 2.073 -2.468
H -1.833 -0.591 -2.147
H -2.268 0.451 -3.426
H -0.764 -0.866 -4.647
H 0.237 0.509 -4.137
H 0.447 -0.938 -3.395
H 2.491 1.979 1.003
H 1.467 0.794 1.587
H 1.453 0.344 4.061
H 0.496 1.535 3.904
O 0.536 0.564 3.853
H -1.946 4.608 0.807
H -1.103 3.376 0.700
O -1.128 4.235 1.129
H 3.603 -0.551 -2.624
H 2.811 -1.198 -3.755
O 3.533 -1.377 -3.145
H -0.173 3.469 2.839
H 0.986 3.684 2.023
O 0.767 3.220 2.839
H -1.554 -4.020 1.327
H -1.103 -3.925 -0.118
O -1.909 -3.962 0.424
H 1.107 -4.069 2.604
H 0.123 -3.196 3.227
O 0.206 -3.752 2.426
H 2.830 1.609 -3.781
H 2.439 1.606 -2.257
O 3.041 1.202 -2.925
H -2.815 -2.422 0.209
H -3.981 -1.495 -0.439
O -3.054 -1.572 -0.222
H -1.492 -1.054 4.299
H -0.827 -0.454 3.128
O -1.253 -1.297 3.401
H 2.817 -2.267 -1.763
H 3.039 -3.367 -0.646
O 2.376 -2.833 -1.085
H 0.680 -2.246 1.612
H 1.463 -1.882 0.326
O 1.241 -1.539 1.221
H -3.963 2.153 1.197
H -2.458 1.462 1.211
O -3.011 2.254 1.321
*
```

## Properties
E_HOMO ... -9.56 eV
E_LUMO ... 0.125 eV
Gap between HOMO and LUMO ... 9.680 eV

=====

c) DFT (ωB97M-V/def2-TZVPD) results for a cluster of 14 separate species, C5H36N2O13 in total.

```
! RIJCOSX wB97M-V def2-TZVPD def2/J DEFGRID3
* xyz 0 1
C -1.430 3.767 -0.021
O -1.210 3.149 -1.059
C -0.034 0.528 -0.491
C 0.331 -0.499 0.560
C 0.576 -1.858 -0.015
C -0.462 -2.734 -0.198
N -0.314 -4.086 -0.555
N 1.913 -2.085 -0.446
H -0.602 4.321 0.477
H -2.475 3.847 0.437
H 0.138 1.556 -0.080
H -1.062 0.407 -0.847
H 1.290 -0.178 1.140
H -0.544 -0.531 1.303
H -1.505 -2.451 0.090
H 0.532 -4.325 -1.039
H -1.110 -4.479 -0.949
H 2.154 -3.023 -0.558
H 0.635 0.448 -1.442
H 2.582 -1.679 0.133
H -1.635 -1.177 -2.026
H -0.357 -1.845 -2.331
O -1.082 -1.324 -2.760
H 2.546 1.815 -1.512
H 1.385 2.769 -1.154
O 2.323 2.606 -0.932
H -0.046 1.464 -3.611
H -0.155 -0.096 -3.441
O 0.434 0.635 -3.781
H 2.572 -0.373 -1.914
H 2.001 0.430 -3.051
O 2.734 0.417 -2.422
H -0.229 -1.756 3.190
H -1.000 -2.673 2.315
O -1.169 -1.965 2.913
H -1.499 1.493 1.813
H -1.118 2.699 2.720
O -0.985 2.342 1.852
H -2.720 -0.151 1.107
H -2.085 -0.627 2.437
O -2.533 0.167 1.975
H -3.146 0.173 -0.993
H -4.034 -0.965 -0.540
O -3.130 -0.643 -0.517
H 1.324 2.005 1.799
H 2.408 2.199 0.652
O 2.282 1.895 1.644
H -2.428 2.133 -1.720
H -2.468 1.069 -2.875
O -2.987 1.472 -2.138
H 1.568 -0.975 4.402
H 2.014 -1.201 2.922
O 1.364 -1.440 3.620
H 2.962 0.372 1.819
H 4.232 -0.475 2.192
O 3.256 -0.565 1.906
*
```

## Properties
E_HOMO ... -7.53 eV
E_LUMO ... 0.352 eV
Gap between HOMO and LUMO ... 7.882 eV

=====

Winner for stability: b)

=====

a) DFT (ωB97M-V/def2-TZVPD) results for an isolated molecule of C2HBrO2.

```
! RIJCOSX wB97M-V def2-TZVPD def2/J DEFGRID3
* xyz 0 1
C -0.347 -0.921 -0.061
C 0.080 0.666 0.008
O -0.576 -1.891 -0.675
O -0.370 -0.295 1.063
Br 1.850 0.896 -0.167
H -0.637 1.546 -0.168
*
```

## Properties
Structure (SMILES) ... O=C1O[C@H]1Br
E_HOMO ... -9.52 eV
E_LUMO ... 0.665 eV
Gap between HOMO and LUMO ... 10.182 eV

=====

b) DFT (ωB97M-V/def2-TZVPD) results for a cluster of 2 separate species, C2HBrO2 in total.

```
! RIJCOSX wB97M-V def2-TZVPD def2/J DEFGRID3
* xyz 0 1
C 1.708 -0.170 -1.358
C 0.761 1.176 1.490
O 0.898 -0.986 -1.250
O 1.082 0.874 0.417
Br 2.304 1.525 2.869
H 2.091 0.382 -2.145
*
```

## Properties
E_HOMO (spin up / spin down) ... -9.77 / -7.64 eV
E_LUMO (spin up / spin down) ... 0.410 / -2.583 eV
Gap between HOMO and LUMO (spin up / spin down) ... 10.181 / 5.056 eV

=====

Winner for stability: a)

=====

a) DFT (ωB97M-V/def2-TZVPD) results for a structure of composition C2H4I2S.

```
! RIJCOSX wB97M-V def2-TZVPD def2/J DEFGRID3
* xyz 0 1
C -2.410 0.093 -0.259
C 1.737 0.086 0.157
S -1.708 0.377 1.135
I 1.112 -1.981 0.367
I 3.862 0.463 -0.176
H -3.343 -0.350 -0.252
H -1.857 0.088 -1.292
H 1.382 0.680 1.135
H 1.225 0.544 -0.815
*
```

## Properties
E_HOMO ... -9.04 eV
E_LUMO ... -0.567 eV
Gap between HOMO and LUMO ... 8.472 eV

=====

b) DFT (ωB97M-V/def2-TZVPD) results for a structure of composition C2H4I2S.

```
! RIJCOSX wB97M-V def2-TZVPD def2/J DEFGRID3
* xyz 0 1
C -1.250 -0.440 0.474
C 1.377 -0.265 -0.631
S -1.166 1.165 1.032
I 1.646 1.799 -0.672
I 2.600 -1.474 0.591
H -1.880 -0.715 -0.342
H -0.911 -1.166 1.188
H 1.285 -0.695 -1.620
H -1.701 1.790 -0.020
*
```

## Properties
E_HOMO (spin up / spin down) ... -8.07 / -7.46 eV
E_LUMO (spin up / spin down) ... -0.064 / -0.717 eV
Gap between HOMO and LUMO (spin up / spin down) ... 8.008 / 6.746 eV

=====

Winner for stability: a)

=====

a) DFT (ωB97M-V/def2-TZVPD) results for an isolated molecule of C2H4N4O2.

```
! RIJCOSX wB97M-V def2-TZVPD def2/J DEFGRID3
* xyz 0 1
C -0.562 -0.084 -0.378
C 1.039 -0.812 -1.546
H -1.625 0.564 1.078
H -1.836 1.309 -0.466
H 0.623 0.042 2.361
H 0.247 1.283 1.251
N -1.770 0.410 0.030
N -0.023 0.116 -1.523
N 0.197 -0.738 0.578
N 0.754 0.329 1.402
O 1.633 -1.193 -2.509
O 1.323 -1.227 -0.279
*
```

## Properties
Structure (SMILES) ... Nc1nc(=O)on1N
E_HOMO ... -10.38 eV
E_LUMO ... 0.219 eV
Gap between HOMO and LUMO ... 10.595 eV

=====

b) DFT (ωB97M-V/def2-TZVPD) results for an isolated molecule of C2H4N4O2.

```
! RIJCOSX wB97M-V def2-TZVPD def2/J DEFGRID3
* xyz 0 1
C -0.565 0.590 1.302
C 0.575 0.409 -0.493
H -0.081 -1.435 -1.939
H -0.514 -1.955 -0.504
H -0.061 0.997 2.939
H 2.301 0.647 -1.233
N -0.772 -1.273 -1.255
N -0.694 0.024 -0.819
N -0.975 0.835 2.455
N 0.771 0.682 0.704
O -1.419 0.173 0.361
O 1.433 0.303 -1.519
*
```

## Properties
Structure (SMILES) ... [H]/N=c1\nc(O)n(N)o1
E_HOMO ... -9.37 eV
E_LUMO ... 0.295 eV
Gap between HOMO and LUMO ... 9.668 eV

=====

c) DFT (ωB97M-V/def2-TZVPD) results for an isolated molecule of C2H4N4O2.

```
! RIJCOSX wB97M-V def2-TZVPD def2/J DEFGRID3
* xyz 0 1
C 0.081 -0.146 -0.421
C -2.288 0.154 0.099
H 2.712 0.938 -0.382
H 2.298 0.831 1.179
H 1.434 -1.681 -0.264
H -3.391 0.140 0.155
N 2.398 0.212 0.296
N 1.314 -0.567 -0.261
N -0.208 1.101 -0.374
N -2.002 -1.053 0.182
O -1.653 1.315 -0.039
O -0.695 -1.245 -0.171
*
```

## Properties
Structure (SMILES) ... NNC1=NOC=NO1
E_HOMO ... -9.25 eV
E_LUMO ... 0.777 eV
Gap between HOMO and LUMO ... 10.026 eV

=====

Winner for stability: a)